Record 1
92
Properties=species:S:1:pos:R:3 method="wB97M-V/def2-TZVPD" largest_force_ev_per_a=1.26 orbital_gap_ev="6.465 / 6.463" total_energy_ev=-150749.6892 charge=+1 spin_multiplicity=1 de_lowest_kj_mol=83.6
H -1.5032 1.8423 -4.7248
C 2.1628 -4.9226 0.7570
H 1.8912 5.9595 -0.8922
H 1.0803 -3.9177 3.8115
H 6.0525 6.2610 0.0501
C 2.8765 4.1219 -0.3988
N -1.1778 -1.4448 2.0188
C -3.2327 -6.6885 -2.9948
O 0.2941 0.7390 -1.1448
H -1.8047 1.8421 -1.0304
H -4.0728 5.6337 3.3261
C -2.2613 2.8206 2.7244
O -1.4833 1.2333 1.0506
C -3.7373 2.5153 4.6057
H 0.0202 -5.7988 -2.7440
H -2.4734 -4.9709 1.1507
C 1.0806 0.8140 -4.6680
C -0.7306 2.4036 -4.1890
C 0.5733 -0.9479 3.6822
H 1.3397 2.9173 -4.3806
H -2.6715 2.3908 -2.4707
C 1.9284 -4.9452 2.1257
C -2.8060 -5.6111 -0.8811
Br 3.4240 -0.5598 0.8691
H 0.5611 2.4960 -5.9064
H -1.5516 -6.8887 -4.3120
C 2.8205 5.4940 -0.5929
C 4.0739 3.5109 -0.0224
C 5.1618 5.6619 -0.0719
H 0.5096 2.8243 2.9375
N 0.0544 2.0076 2.5298
H -2.1429 0.2965 3.0573
H 1.6208 -0.6670 3.5788
H 2.2791 -5.7790 2.7158
H -4.7211 -6.3582 -1.4914
H -4.1237 1.8659 5.3789
C -1.7241 2.4419 -1.9322
C 3.9595 6.2652 -0.4197
H 1.8418 -1.4389 -3.5411
H 1.7463 -0.9354 -1.8458
C -4.1806 3.8170 4.4715
C 2.0488 1.8946 1.4314
C -1.4761 -5.4585 -1.2469
H -1.5362 3.4844 -1.6616
C -3.7055 4.6263 3.4477
H 1.9973 3.5149 -0.5827
S -2.3314 -1.1175 -0.5080
S -4.0660 -3.4267 0.2842
H 3.0113 -0.2672 -2.8996
N -0.6706 1.9438 -2.8042
H 2.0998 0.6803 -5.0329
C -3.6812 -6.2316 -1.7662
N 0.9124 1.3401 1.6541
H -4.0430 -5.7199 0.8773
C -2.8005 1.9966 3.7190
H 2.2250 2.9000 1.8185
C -2.6916 -2.3623 0.6612
O 0.6352 -1.7177 -0.0553
C 1.2570 -3.8967 2.7452
H -4.9180 4.1988 5.1633
H -0.0303 -0.0850 3.9463
C 5.2220 4.2926 0.1135
C 4.1646 2.0640 0.2077
C 3.2046 1.3065 0.7569
C 0.0690 -1.6425 2.4574
H 0.5053 -1.6751 4.4973
H -2.3479 4.7433 1.7985
C 0.8039 -2.8376 1.9758
H -0.9432 3.1892 1.0947
C 0.6201 2.2428 -4.8495
C -3.2834 -5.0774 0.4333
C 1.9739 -0.6037 -2.8522
H 0.4377 0.1169 -5.2157
N 1.0789 0.4712 -3.2496
C 0.2266 1.0379 -2.3821
H 1.9156 -3.8185 -1.0886
H 3.9162 7.3344 -0.5723
H 5.0841 1.5788 -0.0980
C -1.0221 -5.9147 -2.4749
H 6.1593 3.8244 0.3821
C 1.7325 -3.8557 -0.0248
Mo -0.3682 -0.2391 0.5559
N -2.0446 -2.5100 1.7490
C 1.0533 -2.8335 0.6074
H 2.6926 -5.7405 0.2902
O -2.4702 0.6943 3.8776
C -1.1669 2.3686 1.8015
H -0.7949 -4.9801 -0.5584
H -1.0372 3.4505 -4.1730
C -1.9012 -6.5301 -3.3536
C -2.7490 4.1184 2.5884
H -3.9216 -7.1738 -3.6723

---

Record 2
84
Properties=species:S:1:pos:R:3 method="wB97M-V/def2-TZVPD" largest_force_ev_per_a=3.85 orbital_gap_ev=7.583 total_energy_ev=-51222.7589 smiles="CN(C)c1ccc(CC2([C@H](/C=C/N(Cc3ccccc3)Cc3ccccc3)c3ccccc3)C(=O)OC(C)(C)OC2=O)cc1" charge=0 spin_multiplicity=1 de_lowest_kj_mol=77.4
H 4.4391 -1.6566 4.4078
H 3.1476 0.2840 -0.1570
C 1.8713 0.6654 0.9874
H 0.4413 1.9363 0.1731
O 1.4565 -1.6499 0.6780
C -1.0612 1.4910 2.4088
C -1.3089 -0.6808 1.3991
C -5.5536 -0.1867 2.7606
H 3.1146 -0.6652 5.0917
H -6.3799 0.2837 3.3245
C 5.6136 4.4783 -2.4104
H 7.4715 3.3834 -2.2715
C 1.1749 2.3344 -3.8122
C 0.4898 0.8920 0.4798
C 5.1230 3.6910 2.7693
C 6.9549 2.5378 4.5256
N 5.6878 3.6171 0.0013
H 4.6386 0.0252 1.1063
H -2.6279 2.0742 3.7622
H 8.3724 2.6866 2.8668
O 3.1163 1.1137 3.0517
H -5.8126 -1.2589 2.6464
H 1.8338 3.3807 -2.0538
C 6.6671 3.7276 -2.9405
C 4.8920 2.5238 0.0513
C 5.6258 2.7329 4.9233
H 0.4098 0.2664 -0.4110
C 3.6622 -0.2178 3.0023
H 4.4125 4.2032 2.1028
H 6.2992 5.4537 -0.6516
C 1.3298 -0.0881 -3.7439
C 1.9695 -0.7803 1.3742
C 2.7587 1.2791 -0.5059
C 2.2522 1.5779 2.0854
C 5.6785 3.9233 -5.1520
C 6.4311 3.4123 2.3335
H 7.2215 4.7335 0.8371
C 4.6887 4.7587 -4.6315
C -0.6196 0.5402 1.4791
C 4.7060 3.2652 4.0268
O 2.6400 -1.1169 2.5200
H 1.2363 -1.0551 -4.2408
C 1.6677 2.3951 -2.5049
C 1.8302 -0.0364 -2.4431
C -2.5366 -0.8610 2.0517
H 5.3040 2.4813 5.9289
H 5.6372 0.4468 2.5569
O 1.8971 2.7687 2.0965
H 3.9225 5.1745 -5.2906
H 0.9666 3.2783 -4.3342
H 0.5638 1.0518 -5.4227
H 7.4741 2.7731 -4.7005
H 7.6224 3.0223 0.5873
C -4.4846 -0.3884 4.8967
C 4.0036 -0.6487 4.4424
C 5.5020 4.7472 -0.9210
C -2.2568 1.2957 3.1019
C 4.6750 5.0640 -3.2722
H -3.0857 -1.7932 1.9043
C 6.6831 3.4161 -4.3067
C -3.0620 0.1416 2.8924
H 7.6779 2.1161 5.2143
H 3.9293 5.7432 -2.8520
H -5.3352 0.1712 5.3269
C 3.5835 2.4528 -0.4094
H -5.4888 0.2849 1.7698
H 3.6482 3.3958 4.2952
H -3.5793 -0.1857 5.4844
C 6.8334 3.7158 0.9114
H -0.4786 2.4054 2.5455
N -4.3151 0.0001 3.5059
H 2.1573 -0.9472 -1.9369
C 1.0029 1.0918 -4.4282
C 4.9027 -0.2519 2.1322
H 4.5488 5.2612 -0.7087
H 3.1325 3.3994 -0.7531
H 5.3027 -1.2781 2.1549
H 5.3755 1.6054 0.4249
C 2.0605 1.2123 -1.8328
H -0.9144 -1.5037 0.7882
H 4.7524 0.0439 4.8583
H 5.6928 3.6667 -6.2103
H -4.7408 -1.4655 4.9872
C 7.3485 2.8582 3.2244

---

Record 3
95
Properties=species:S:1:pos:R:3 method="wB97M-V/def2-TZVPD" largest_force_ev_per_a=2.45 orbital_gap_ev=3.035 total_energy_ev=-136153.9394 charge=-2 spin_multiplicity=1 de_lowest_kj_mol=216.4
H -5.3813 0.5879 2.6144
C -3.1517 -1.8168 2.1628
H 1.1207 6.1542 3.1725
H -0.0939 -4.3245 -0.8106
O -2.2328 2.9530 1.9596
C 0.1173 3.0964 2.2732
C 0.5314 3.1524 -2.3935
H 3.9395 -7.1512 1.4311
H 2.2985 3.4075 1.3124
N -1.6355 3.6403 -3.3536
H -5.4171 5.5062 -5.0357
C -5.7690 4.1988 -3.3747
H 4.9104 -1.8382 -0.7221
H 2.5329 -5.4350 0.3687
C 0.3825 -3.4282 1.0772
C -3.5975 4.6461 -4.2987
H 6.1655 -2.3819 -2.7839
O 0.5450 2.1919 1.5916
Sb 2.1026 -2.2427 0.4667
H -0.9857 -4.3237 4.0363
C 3.9918 -6.1216 1.7721
C 0.1151 -3.4257 2.4358
O -1.5138 0.3214 1.7579
H -1.4568 3.7157 3.7018
C -1.4793 -5.1931 2.1400
C 5.1708 -2.7832 -2.6313
C -3.0011 3.8069 -3.3659
C -0.2934 -4.3081 0.2543
C 0.3235 5.4123 3.1463
C 2.0453 4.3881 1.7077
C 2.5237 2.5778 -1.4157
Na -0.2459 0.9106 0.2030
H 0.0531 5.1727 4.1771
H 3.0041 2.0260 -0.6183
C 3.1828 -2.9501 -1.2888
H -6.8428 4.3293 -3.3865
H -2.1951 -5.8909 2.5554
C -5.0173 -0.2418 2.0067
C -3.8177 3.1629 -2.4218
C 4.1236 -3.5024 2.6111
H 0.6423 -2.7234 3.0731
C 4.9140 -4.4600 3.2234
Sb -0.7778 -1.8955 -2.6480
N -1.4382 2.3810 -1.3595
H -5.5246 -1.1561 2.3061
S -2.7737 -1.1932 -1.2541
C 3.2627 -3.8237 1.5735
H 5.1505 -3.8476 -4.4953
C 2.6192 -3.7648 -2.2551
H 1.6106 -4.1380 -2.1304
H -1.2040 1.9607 3.4580
N 0.8093 4.2477 2.4458
H 5.5879 -4.1783 4.0257
H -3.4852 -2.3329 1.2554
C -2.6977 0.5346 1.9465
N -3.5971 -0.4378 2.1783
H 0.6797 4.4264 -4.1654
C -5.1840 3.3565 -2.4345
C 3.2069 -5.1511 1.1714
H 5.4705 -6.5360 3.2748
H -2.0658 -1.8355 2.1975
C -0.9024 3.0104 -2.3519
C 4.6037 -3.6046 -3.5914
C -0.8041 -4.3110 2.9689
S -3.0527 2.0950 -1.2361
C 4.8536 -5.7784 2.8015
C -3.2274 1.9678 2.0788
S -0.9834 -0.4157 -4.3855
H -5.7932 2.8237 -1.7197
H -1.7633 -5.8525 0.1219
C 2.5811 3.9542 -3.3577
H 4.1654 -2.4696 2.9312
H 2.8823 -4.7609 -4.1346
H -3.5557 -2.3310 3.0379
C 1.2078 3.8980 -3.3835
H -0.5430 5.8549 2.6453
C 3.2737 3.2740 -2.3582
C 4.4661 -2.4679 -1.4833
H 3.1181 4.5204 -4.1103
H -5.2518 -0.0505 0.9567
C -1.2303 -5.1816 0.7798
C -4.9728 4.8465 -4.3013
H -3.9283 2.1753 1.2694
H 4.3527 3.2769 -2.3239
C -1.2352 2.9330 2.9633
H -2.9785 5.1276 -5.0444
C 3.3276 -4.1063 -3.3938
S 0.9387 -0.8212 -1.2582
H 1.9233 5.0833 0.8750
S -3.7572 -2.9176 -0.9969
N 1.2145 2.5343 -1.4139
H 2.8394 4.7335 2.3693
H -1.1366 3.9688 -4.1611
H -3.7422 2.0606 3.0518
S 2.8518 -0.5054 1.7286

---

Record 4
93
Properties=species:S:1:pos:R:3 method="wB97M-V/def2-TZVPD" largest_force_ev_per_a=0.66 orbital_gap_ev=5.080 total_energy_ev=-149830.5812 charge=-1 spin_multiplicity=1 de_lowest_kj_mol=24.7
C 4.8126 0.9564 -0.9351
N 1.6331 0.3967 -2.6870
H -4.3217 1.3847 1.8984
O -4.3943 -7.6831 -2.5056
C 3.8576 0.9903 -1.9348
H -4.1061 -6.7362 -0.0799
S 0.6787 -2.1671 -2.3387
H -4.8789 0.3983 3.2849
H 3.2226 -1.6505 5.1153
H -1.9567 -0.6377 -4.4256
H 0.8274 -4.2644 0.6467
C 0.4451 1.1150 -4.3873
C -4.0009 4.3176 -2.7654
C -3.6835 -5.7996 -0.4359
C -3.7289 -6.5454 -2.8664
H -2.6702 -4.1559 -3.1941
N 1.1330 -3.5353 1.2684
H 1.9265 2.4093 -3.4098
H 5.7907 -1.8062 3.9095
C -2.8739 -4.3438 -2.1473
H -3.3731 0.3791 5.2811
Se 1.1347 1.5386 3.7332
C 4.5206 0.3169 0.2606
H -2.1468 -2.4429 -1.5090
C 7.4550 1.0853 3.1880
H 5.7808 1.4148 -1.0928
H -2.3584 1.5871 -3.9497
O -1.9189 1.5757 2.7654
C 5.1381 1.5021 3.4209
C -0.9605 -0.9368 -4.7552
H -4.6226 -7.6345 -1.5715
C 2.9086 1.1729 3.7072
N 3.8874 2.0911 3.4446
H -2.3522 -0.2582 -2.2744
H -4.3587 5.2861 -3.0913
H 8.0808 -0.9445 3.4627
H -0.0472 1.6789 -5.1592
C 1.4211 1.4710 -3.5458
H 5.2530 0.2554 1.0546
C 4.9211 0.1495 3.6903
C 7.2399 -0.2640 3.4587
S -2.3953 -2.4531 1.3911
C 6.4022 1.9956 3.1630
C 2.6345 0.3789 -1.6856
N -1.1565 4.4468 -1.1591
H 3.6545 3.0497 3.2540
C 2.9120 -1.2825 4.1360
H 2.9623 -0.7451 1.3258
H -4.8808 4.4301 -0.8006
H 4.0585 1.4588 -2.8888
C -4.0674 0.5750 2.5786
H 3.1680 -2.0107 3.3668
H -1.6028 0.5431 5.0415
C -0.3590 3.4650 -1.6227
C -2.7060 0.4239 -1.5033
Tl -0.6837 0.0853 0.2857
C -3.8851 2.5728 -1.0868
H 6.5667 3.0420 2.9432
C 0.7975 -0.6528 -3.0203
C 5.9644 -0.7564 3.7145
C 0.7004 -2.6471 1.9115
H -1.9482 4.8043 -1.6813
H -3.9320 -0.3408 1.9888
H 1.8369 -1.1298 4.1090
C -2.5370 0.2007 4.6027
C -3.4385 -5.5726 -1.7943
H -0.3849 3.1546 -2.6535
H -1.5428 5.1635 0.8303
H -0.8110 -1.9871 -4.5169
C -2.8886 2.2152 -3.2408
N 3.5537 -0.0169 3.8570
N 0.0600 -0.1762 -4.0660
C -4.3111 3.8190 -1.4942
C 3.2638 -0.2504 0.4040
H 0.3501 3.2751 1.4535
N 2.3376 -0.2187 -0.5506
O -3.4279 -6.4108 -4.0248
H -4.1095 2.2423 -0.0801
C -2.8098 -3.6056 0.1712
C -3.3796 -4.8502 0.5172
N 0.3476 2.9001 -0.6678
C -3.2868 3.4809 -3.6294
H -3.3068 -0.0662 -0.7389
H -0.8631 -0.7794 -5.8287
C -2.7679 0.8720 3.2721
H -3.0606 3.8169 -4.6364
C -3.1497 1.6965 -1.9399
C -0.9766 4.5012 0.2001
H 8.4594 1.4337 2.9875
C -0.0390 3.5580 0.4882
C -2.5780 -3.3858 -1.2009
H -3.5748 -5.0514 1.5628
H -2.4842 -0.8784 4.4266

---

Record 5
91
Properties=species:S:1:pos:R:3 method="wB97M-V/def2-TZVPD" largest_force_ev_per_a=0.66 orbital_gap_ev=5.773 total_energy_ev=-143727.5895 charge=+1 spin_multiplicity=1 de_lowest_kj_mol=89.4
H -0.5933 3.9880 -3.5363
C 0.5611 1.3818 6.9443
H -0.0445 -6.5023 -2.6036
C -1.0555 2.1564 -2.5813
C 1.0716 -0.6279 0.6233
H -0.8580 -5.7885 -3.9964
H -2.3427 -6.3012 -1.9060
H -0.5334 1.5488 -3.3063
C -3.1658 -4.4876 -1.0643
C 5.5153 -1.8404 0.6733
H 4.1109 0.3821 0.4934
H 1.5670 -2.9086 -4.2605
C 0.4526 -0.9255 6.2816
H 0.6160 -1.9739 6.5059
H -2.0838 -3.3919 0.4389
C -1.6534 7.8197 -2.4841
C -0.4309 -1.6040 4.0225
C -1.8888 5.7388 -1.7917
N -1.6688 -2.5942 -1.4667
S 0.7107 -0.4381 -1.0085
C 3.6514 -2.8708 -0.4415
C 4.3224 -4.0822 -0.4460
N -1.3556 6.5070 -2.7926
H 3.1346 -0.1810 -0.8576
H 2.0107 -1.8218 4.1243
C -2.0115 -5.4199 -1.3547
S -1.5838 -0.5888 1.3691
Se -6.3080 -0.5602 -1.3311
C -2.3493 2.2139 -0.6785
H -2.9991 4.1315 0.0140
C -0.0940 -0.5600 5.0587
C 0.0149 1.7545 5.7207
C 1.0277 -4.8641 -3.5112
H -1.4674 -1.5415 3.7035
H -0.7533 1.0790 3.8355
C -2.4330 3.5866 -0.7273
Pt -1.5792 -0.5522 -1.4812
H 1.1967 -0.2524 8.1780
H -0.3099 -1.8163 -3.2987
H -0.8604 6.1884 -3.6054
H -3.8582 -4.9434 -0.3580
C -2.3631 7.7547 -1.2819
H 1.6580 -4.7192 -2.6295
H 0.8085 2.1363 7.6790
H -3.3944 -2.4852 -0.3080
H 2.4536 0.2984 2.9595
H 2.0883 -2.7142 2.5935
H 7.1819 -3.1243 1.0934
N -3.4786 -0.5690 -2.1085
C -2.5996 -3.1988 -0.5088
C -0.9945 -3.3790 -2.2728
C -2.5608 10.1194 -1.3080
H -0.8302 9.0632 -4.0634
C 5.5950 -4.1753 0.1077
N -2.4941 6.4375 -0.8744
N -1.6576 1.5024 -1.5804
C -0.2559 -5.5597 -3.1089
H -1.6578 11.1261 -2.9828
C -0.3127 0.7889 4.7828
C 0.6779 -3.5260 -4.1284
C 3.4864 -0.4375 0.1359
C 0.7773 0.0425 7.2255
H 0.2290 -3.6791 -5.1137
H -0.1657 2.7991 5.5040
H -3.3806 8.8814 0.2509
H -1.5482 -5.7634 -0.4247
H -0.2527 -2.6050 4.4184
C 6.1913 -3.0555 0.6646
N 2.3209 -0.5466 1.0358
H 2.6605 -2.7925 -0.8781
N -1.0136 -4.7322 -2.1780
C 4.2460 -1.7414 0.1210
H 1.5772 -5.4759 -4.2255
H 6.1215 -5.1202 0.0981
H -2.9082 11.0451 -0.8698
H 3.7206 -0.8716 2.5404
H -3.7131 -4.2705 -1.9849
C -1.1009 3.5290 -2.6995
C 1.8375 -1.7535 3.0527
C -1.7939 4.2744 -1.7523
C -4.6076 -0.5635 -1.7906
C -1.3778 9.0227 -3.1315
N 0.4248 -1.4370 2.8351
C 2.6587 -0.6522 2.4609
H -2.8534 1.6470 0.0909
C -1.8444 10.1663 -2.5201
N -0.2450 -2.8215 -3.2535
H 3.8598 -4.9563 -0.8858
H 5.9868 -0.9634 1.1027
C -2.8281 8.9253 -0.6777
C -0.0113 -0.9082 1.6911